127
Properties=species:S:1:pos:R:3:forces:R:3 method="wB97M-V/def2-TZVPD" homo_ev=-0.58 e_above_lowest_kcal_mol=63.7 lumo_ev=4.0 total_charge=-2 gap_ev=4.6
Bi 0.8319 0.2135 1.4097 0.070 -0.313 -0.097
C -0.1024 -3.2033 5.1871 0.035 0.044 0.047
C -0.2059 -1.8439 4.4775 -0.011 0.076 0.051
C -1.5911 -1.7400 3.8321 -0.003 -0.078 0.030
C -0.1381 -0.7634 5.5537 -0.038 -0.018 0.006
P 1.2657 -1.7492 3.2436 -0.157 -0.024 -0.346
C 0.3359 -2.9360 1.8730 0.076 -0.029 0.034
N -0.7248 -2.4579 1.0003 0.018 0.032 -0.058
B -0.8262 -1.1409 0.4538 -0.071 -0.079 0.239
N -2.0527 -1.1223 -0.3126 0.066 -0.001 -0.094
C -2.5735 -0.1479 -1.2548 -0.183 0.058 -0.004
P -2.8233 1.5243 -0.4886 0.154 -0.174 -0.119
C -4.3689 1.2776 0.5655 0.017 0.055 0.023
C -5.5823 0.5683 -0.0428 -0.040 -0.024 0.007
C -4.7748 2.6650 1.0739 -0.049 0.057 0.020
C -3.8973 0.4667 1.7853 -0.070 0.021 0.022
C -3.3260 2.5757 -1.9905 -0.087 0.067 0.134
C -4.8059 2.5938 -2.3735 -0.002 -0.015 -0.101
C -2.8921 4.0038 -1.6218 -0.079 0.028 0.008
C -2.5213 2.1527 -3.2202 0.026 0.003 0.002
C -2.6164 -2.3887 -0.2377 -0.043 -0.001 0.014
C -3.7833 -2.8995 -0.7859 -0.023 -0.031 -0.028
C -4.1319 -4.2216 -0.5133 0.014 0.004 0.013
C -3.3263 -5.0226 0.2876 0.008 0.024 -0.013
C -2.1480 -4.5217 0.8362 -0.030 -0.053 -0.022
C -1.7992 -3.2067 0.5720 0.035 0.012 0.010
C 2.7481 -0.4599 4.4807 0.041 0.096 0.097
C 3.7735 -0.2914 3.3797 -0.067 -0.049 0.028
C 3.2777 -1.4868 5.4712 -0.037 0.005 -0.082
C 2.6071 0.8905 5.1718 0.084 -0.017 0.005
H -0.9492 -3.3258 5.8756 0.004 0.000 0.004
H 0.8221 -3.2698 5.7646 -0.005 -0.005 -0.008
H -0.1224 -4.0365 4.4850 0.001 -0.011 -0.050
H -2.3513 -1.6663 4.6219 0.011 -0.024 0.001
H -1.8353 -2.6107 3.2244 -0.004 0.018 -0.020
H -1.6786 -0.8543 3.2007 -0.002 0.023 0.014
H -0.9504 -0.9314 6.2739 -0.019 0.016 -0.008
H -0.2715 0.2324 5.1278 0.018 -0.012 -0.027
H 0.8029 -0.7746 6.0939 -0.044 -0.054 -0.010
H 0.0190 -3.8577 2.3704 -0.058 0.011 0.061
H 1.2004 -3.2133 1.2571 -0.014 -0.060 -0.028
H -3.5019 -0.5317 -1.6820 0.060 0.025 -0.032
H -1.8538 -0.0342 -2.0623 0.040 0.022 0.006
H -6.1765 1.2232 -0.6798 0.032 -0.063 0.038
H -6.2332 0.2145 0.7650 -0.005 0.012 -0.003
H -5.2956 -0.3085 -0.6264 -0.016 0.016 0.060
H -5.1131 3.3226 0.2691 0.017 -0.046 0.168
H -3.9316 3.1491 1.5730 -0.003 0.004 0.018
H -5.5934 2.5706 1.7969 0.014 -0.007 0.009
H -3.7712 -0.5893 1.5499 0.030 -0.031 -0.033
H -4.6530 0.5477 2.5757 -0.008 -0.028 0.009
H -2.9488 0.8421 2.1748 0.022 0.017 -0.009
H -5.4456 2.9506 -1.5652 0.044 -0.019 -0.160
H -5.1570 1.6060 -2.6815 0.018 0.026 0.019
H -4.9395 3.2744 -3.2231 -0.012 -0.016 -0.026
H -3.4165 4.3659 -0.7330 0.040 0.020 -0.048
H -3.1055 4.6886 -2.4512 -0.002 -0.002 0.001
H -1.8224 4.0361 -1.4109 0.012 -0.012 -0.014
H -2.8307 1.1779 -3.6004 -0.003 0.006 -0.003
H -1.4539 2.1138 -3.0065 0.060 -0.039 0.016
H -2.6807 2.8903 -4.0151 0.028 -0.001 -0.002
H -4.4192 -2.3007 -1.4256 0.025 -0.022 0.008
H -5.0398 -4.6292 -0.9422 -0.002 0.002 0.000
H -3.6111 -6.0503 0.4796 0.002 0.000 0.003
H -1.5098 -5.1489 1.4451 0.008 0.013 0.002
H 3.8511 -1.2033 2.7708 0.017 -0.007 0.013
H 4.7768 -0.0858 3.7868 0.022 0.027 -0.026
H 3.5264 0.5416 2.7135 -0.009 -0.014 0.031
H 3.2355 -2.4991 5.0457 0.027 0.015 0.003
H 2.7176 -1.4959 6.4127 -0.050 -0.016 0.012
H 4.3323 -1.2879 5.7344 0.005 0.012 0.031
H 2.3038 1.6669 4.4672 0.081 -0.022 0.033
H 3.5764 1.2255 5.5901 -0.004 -0.004 0.026
H 1.8941 0.8814 6.0025 0.041 0.060 -0.033
C 3.2675 -4.3695 -3.6845 -0.003 0.007 0.002
C 2.2596 -3.8742 -4.7178 -0.039 -0.004 -0.046
N 2.1070 -2.4305 -4.7554 0.134 -0.033 0.097
C 2.9380 -1.6880 -5.6929 -0.003 -0.038 -0.044
C 4.2667 -1.2040 -5.1190 -0.027 0.006 0.010
C 1.3448 -1.7606 -3.8224 -0.073 0.034 -0.021
S 0.4044 -2.6688 -2.7254 0.032 0.156 0.075
N 1.4523 -0.4279 -3.9586 -0.054 0.057 0.121
C 0.9337 0.4697 -3.0934 -0.105 -0.065 -0.095
O 0.3139 0.3081 -2.0407 0.184 -0.104 0.043
C 1.1989 1.9031 -3.5083 -0.004 -0.052 -0.022
C 1.3304 2.2729 -4.8432 0.002 0.015 0.013
C 1.5178 3.6047 -5.1850 0.008 0.029 0.032
C 1.6130 4.5710 -4.1896 0.002 -0.007 -0.020
C 1.5072 4.2001 -2.8554 -0.009 -0.026 0.000
C 1.2804 2.8734 -2.5150 0.086 0.083 -0.008
H 3.3218 -5.4614 -3.7034 -0.001 0.003 0.002
H 2.9457 -4.0600 -2.6903 0.006 0.001 -0.005
H 4.2664 -3.9728 -3.8729 0.001 -0.005 -0.009
H 1.2863 -4.3126 -4.4996 0.009 0.007 -0.004
H 2.5635 -4.1921 -5.7194 0.001 -0.006 -0.007
H 2.3725 -0.8265 -6.0404 -0.014 0.000 0.001
H 3.1173 -2.3457 -6.5489 0.014 0.012 -0.007
H 4.0798 -0.6159 -4.2209 0.007 0.004 -0.007
H 4.7810 -0.5678 -5.8442 0.010 -0.004 -0.001
H 4.9267 -2.0364 -4.8691 -0.006 0.002 0.019
H 1.2817 1.5017 -5.6015 -0.005 0.005 0.017
H 1.6016 3.8916 -6.2273 0.003 -0.008 0.001
H 1.7831 5.6084 -4.4546 -0.007 -0.002 0.002
H 1.6173 4.9392 -2.0708 -0.006 0.016 -0.012
H 1.2098 2.5763 -1.4754 -0.016 -0.041 0.048
N 2.4847 -0.9583 -0.1214 -0.156 -0.033 0.064
C 3.4809 -0.1773 -0.8770 0.002 0.108 0.014
C 4.4852 0.5592 0.0043 -0.019 -0.010 -0.051
C 4.0464 1.9537 0.5149 -0.030 0.059 -0.020
O 4.9545 2.7428 0.8199 0.004 -0.053 0.012
O 2.7977 2.1609 0.5861 0.032 0.012 -0.109
H 2.9331 -1.6616 0.4594 0.027 -0.016 -0.045
H 1.8380 -1.4271 -0.7624 0.091 -0.003 -0.036
H 2.9368 0.5532 -1.4714 -0.076 0.011 -0.027
H 4.0067 -0.8404 -1.5751 0.013 -0.005 0.019
H 5.4180 0.7035 -0.5439 -0.007 -0.021 -0.012
H 4.7311 -0.0481 0.8806 0.045 0.017 -0.008
C 0.4189 4.2125 1.0176 0.026 0.086 -0.023
O -0.4023 3.0329 1.0743 0.040 -0.111 -0.043
C -0.2998 2.1660 2.0658 -0.123 0.460 0.255
C 0.2308 2.7528 3.3446 0.029 -0.024 0.018
H 0.2204 4.8860 1.8530 -0.022 -0.014 0.010
H 0.1464 4.7029 0.0853 -0.024 0.002 -0.012
H 1.4693 3.9056 0.9871 0.014 -0.011 0.010
H 1.1726 3.3033 3.2563 0.002 -0.039 -0.046
H 0.3526 1.9737 4.0914 -0.056 0.025 -0.019
H -0.5364 3.4535 3.7003 -0.006 0.013 0.002